# 1
This record from the Open Molecules 2025 dataset describes a structure of composition C10H30F3O9Y2. The level of theory is ωB97M-V/def2-TZVPD.

Summary:
⟨S²⟩ ... 0.7554
E_tot ... -1450.915041 hartree
Charge ... +4
Kohn-Sham gap (spin up / spin down) ... 0.14355 / 0.12357 Eh
Molecular weight ... 529.15 g/mol
2S+1 ... 2

Cartesian coordinates (Å):
Y1 -2.20299 -0.66993 -3.18158
Y2 1.28362 0.57171 -4.20130
O1 -0.83101 0.06434 -4.97403
H1 -1.08555 0.60656 -5.74587
O2 -0.07068 -0.15619 -2.48756
H2 0.22381 -0.29325 -1.56614
C1 -2.94377 -1.39173 0.50454
O3 -4.30435 -1.63194 0.06038
O4 -2.34536 -0.85422 -0.65980
C2 -3.10054 -0.50481 1.80790
F1 -3.59274 -1.27034 2.83306
F2 -1.94854 -0.07212 2.24886
F3 -3.97386 0.50432 1.71020
C3 -4.85939 -2.87250 0.48942
C4 -6.35765 -2.61136 0.27288
H3 -6.76745 -2.86529 -0.70471
H4 -6.96921 -3.27504 0.88413
H5 -6.66036 -1.57925 0.44955
H6 -4.67107 -3.01738 1.55321
H7 -4.51353 -3.70740 -0.12002
H8 -2.43133 -2.31935 0.75954
O5 2.49286 -1.36330 -3.50587
H9 3.38483 -1.63632 -3.72055
H10 2.17425 -2.03601 -2.90407
O6 0.10454 2.57815 -3.95374
H11 0.10424 3.51847 -4.13275
H12 -0.74511 2.41126 -3.54572
O7 2.37750 1.22149 -2.09277
H13 2.06012 1.62726 -1.28602
H14 3.31154 1.42963 -2.11474
C5 3.52316 -1.08658 0.78254
C6 2.49734 -1.90829 1.53992
C7 1.95766 -1.15640 2.76818
O8 1.48255 -2.09299 0.65663
H15 3.77163 -1.49464 -0.19718
H16 4.50626 -0.91670 1.22158
H17 3.08887 -0.10197 0.60925
H18 2.79804 -2.94000 1.72229
H19 1.19569 -0.40529 2.56002
H20 2.80352 -0.75717 3.32784
H21 1.40953 -1.85780 3.39721
H22 1.21659 -1.29327 0.19695
C8 1.35505 2.37347 2.61757
C9 1.54341 3.06393 1.23880
C10 2.94608 3.73606 1.17213
O9 1.53409 2.10717 0.22074
H23 1.32388 3.08505 3.44268
H24 2.12698 1.63567 2.83635
H25 0.47369 1.74421 2.74143
H26 0.72138 3.76539 1.09624
H27 3.07848 4.19795 0.19375
H28 3.91773 3.26253 1.31276
H29 2.99641 4.65056 1.76312
H30 0.58937 1.98366 0.10303

Force components x, y, z for each atom (eV/Å):
2.4 0.3 2.6
-0.2 -0.4 2.4
-0.4 0.2 1.2
-0.2 -0.5 0.1
-1.3 -0.3 -1.2
-0.2 0.1 -0.4
0.2 1.3 -2.1
1.5 -1.1 0.5
-0.7 -0.2 -0.8
-1.1 0.1 2.4
0.2 -0.3 -1.5
0.8 0.4 -0.8
0.7 -0.4 -1.0
-3.0 1.5 -0.2
-0.8 -0.6 -0.5
0.6 0.0 -0.4
0.2 0.0 0.6
0.3 -0.1 0.4
0.8 -0.2 0.2
0.4 -0.2 -0.1
-0.2 -0.2 0.4
-0.6 0.9 -0.8
0.8 -0.2 -0.3
-0.2 -0.4 0.6
0.2 -0.7 -0.1
0.4 0.9 -0.2
-0.3 0.2 0.2
-0.1 -1.0 -3.1
-0.7 1.1 2.0
0.7 0.1 0.2
1.1 0.4 -0.1
1.2 1.4 0.8
0.5 -1.2 0.5
-3.5 -1.5 -2.8
-0.3 -0.4 -0.1
-0.2 -0.1 0.5
-0.1 0.3 0.1
0.5 0.3 0.6
0.4 0.3 -0.6
-0.3 0.2 0.2
0.3 -0.1 0.2
0.3 0.5 0.5
0.1 -0.3 0.0
2.5 0.7 3.3
-0.6 1.8 -0.8
-1.1 -1.5 -2.0
0.1 0.2 -0.2
0.5 0.4 -0.2
-0.6 0.3 -0.5
0.3 0.3 -0.2
-0.3 -0.1 -0.5
-0.6 -1.1 0.5
-0.3 -0.2 0.6
-0.3 -0.6 -0.1

# 2
This record from the Open Molecules 2025 dataset describes an isolated molecule of C3H6N2O. The level of theory is ωB97M-V/def2-TZVPD.

Summary:
E_tot ... -302.631194 hartree
SMILES ... [H]/N=C(/C=O)NC
Kohn-Sham gap ... 0.35581 Eh
ΔE to the lowest compared entry with this formula, charge and spin ... 162.53 kJ/mol
Molecular weight ... 86.09 g/mol

Cartesian coordinates (Å):
H1 0.60139 1.23888 -1.74838
N1 1.30095 0.90233 -1.08067
C1 0.77020 -0.03134 -0.39906
C2 1.63632 -0.72223 0.62446
O1 1.20957 -1.61083 1.32451
N2 -0.55948 -0.44926 -0.47127
C3 -1.55421 0.42915 0.15853
H2 2.67070 -0.34012 0.69928
H3 -0.63821 -1.39268 -0.11625
H4 -1.07632 1.33228 0.55374
H5 -2.02624 -0.08849 1.00008
H6 -2.33467 0.73231 -0.54499

Force components x, y, z for each atom (eV/Å):
0.2 0.2 0.0
-0.3 -0.2 0.2
0.0 0.1 -0.1
-0.1 -0.3 0.2
0.2 0.4 -0.3
0.1 -0.2 0.0
-0.2 0.2 0.1
-0.1 -0.1 -0.1
0.0 0.0 0.2
-0.1 -0.1 -0.1
0.0 0.1 -0.1
0.1 0.0 0.1

# 3
This record from the Open Molecules 2025 dataset describes an isolated molecule of C16H17N3O2S. The level of theory is ωB97M-V/def2-TZVPD.

Summary:
E_tot ... -1332.871019 hartree
SMILES ... O=C1NC(=S)N(C2CC2)C(=O)/C1=C\NCCc1ccccc1
Kohn-Sham gap ... 0.31293 Eh
ΔE to the lowest compared entry with this formula, charge and spin ... 78.36 kJ/mol
Molecular weight ... 315.40 g/mol

Cartesian coordinates (Å):
O1 -0.39686 -2.25627 1.66118
C1 0.35948 -1.44436 1.17135
N1 1.61556 -1.82684 0.73055
C2 2.56666 -1.04036 0.15690
S1 3.98260 -1.76536 -0.28107
N2 2.28421 0.28897 -0.01941
C3 3.31534 1.10219 -0.62378
C4 3.58450 2.52223 -0.23116
C5 3.03468 2.21003 -1.59201
C6 1.06254 0.84319 0.36280
O2 0.82898 2.03386 0.17218
C7 0.09138 -0.03701 0.97025
C8 -1.16958 0.42325 1.30728
N3 -1.57255 1.67284 1.21223
C9 -2.95685 2.05231 1.26095
C10 -3.60122 1.92088 -0.13634
C11 -3.41402 0.51873 -0.64285
C12 -2.31642 0.19776 -1.43231
C13 -2.08527 -1.11090 -1.81823
C14 -2.94848 -2.11483 -1.41677
C15 -4.05004 -1.80332 -0.63777
C16 -4.27928 -0.49543 -0.25135
H1 1.86443 -2.80420 0.84051
H2 4.17998 0.48653 -0.83218
H3 4.61885 2.81543 -0.13714
H4 2.92206 2.99796 0.47202
H5 3.68326 2.28535 -2.45133
H6 2.01013 2.48055 -1.78335
H7 -1.86431 -0.30899 1.70418
H8 -0.89145 2.30389 0.77938
H9 -3.47616 1.39447 1.96262
H10 -3.03055 3.08336 1.61329
H11 -3.12966 2.63313 -0.81519
H12 -4.66061 2.16569 -0.05357
H13 -1.63783 0.97820 -1.74785
H14 -1.22594 -1.34672 -2.42866
H15 -2.76420 -3.13714 -1.70921
H16 -4.72828 -2.58300 -0.32507
H17 -5.13740 -0.25687 0.36153

Force components x, y, z for each atom (eV/Å):
-0.1 -0.2 0.1
-0.1 0.3 0.0
-0.2 -0.1 0.1
0.3 -0.4 0.0
0.3 -0.3 -0.1
-0.1 0.0 0.1
0.4 0.4 -0.2
0.1 0.1 0.3
-0.1 0.0 -0.3
-0.5 -0.3 0.3
0.1 0.2 -0.1
0.1 0.1 0.0
0.4 0.0 0.2
0.4 0.2 -0.1
-0.5 0.1 -0.2
0.1 -0.1 0.2
-0.1 0.1 -0.2
-0.1 0.0 -0.1
0.1 0.0 -0.1
0.0 -0.1 0.0
0.0 -0.1 0.1
0.0 0.1 0.0
0.0 0.2 0.0
-0.2 0.2 0.0
0.1 -0.1 0.0
-0.1 0.0 0.0
0.1 -0.1 0.0
0.0 0.0 0.1
-0.1 0.0 0.0
-0.1 -0.2 0.1
0.0 0.1 0.0
0.0 -0.1 0.1
0.0 0.0 0.0
0.0 0.1 0.0
0.1 0.1 0.0
0.1 0.0 -0.1
0.0 -0.1 0.0
-0.1 -0.1 0.0
-0.1 0.0 0.1

# 4
This record from the Open Molecules 2025 dataset describes an isolated molecule of C3H4N4O. The level of theory is ωB97M-V/def2-TZVPD.

Summary:
E_tot ... -410.895887 hartree
SMILES ... [H]/N=c1\nc(O)nc[nH]1
Kohn-Sham gap ... 0.36403 Eh
ΔE to the lowest compared entry with this formula, charge and spin ... 281.98 kJ/mol
Molecular weight ... 112.09 g/mol

Cartesian coordinates (Å):
H1 -2.17266 -1.84833 0.32135
N1 -2.10937 -0.84880 0.20212
C1 -0.96667 -0.42522 -0.18063
N2 0.21825 -1.05590 -0.03010
C2 1.19691 -0.42683 0.00914
O1 2.28700 -1.08545 -0.13241
N3 1.63717 0.96084 0.27188
C3 0.43482 1.60784 0.03128
N4 -0.81832 0.97728 -0.34229
H2 1.74769 -1.84996 -0.15602
H3 0.31619 2.59554 -0.03062
H4 -1.77102 1.39900 0.03631

Force components x, y, z for each atom (eV/Å):
0.4 -0.2 0.1
-0.1 0.6 -1.4
-1.5 0.8 3.1
-9.3 -4.9 -1.5
10.3 8.7 1.6
3.0 -0.8 0.1
-7.4 0.8 -1.9
1.3 -5.9 0.0
-0.6 1.3 1.7
1.0 -3.8 -0.6
0.1 4.0 0.3
2.8 -0.5 -1.4

> Look up the molecular weight of the third one.

315.40 g/mol